[1]
Entry from the Open Molecules 2025 dataset: an isolated molecule of C20H20FN3O (ωB97M-V with the def2-TZVPD basis set).

Geometry (Å):
F  -1.061  -2.861  1.435
C  -0.601  -2.309  0.277
C  0.730  -2.541  -0.001
C  1.291  -2.063  -1.170
C  0.476  -1.383  -2.056
C  -0.852  -1.144  -1.760
C  -1.447  -1.564  -0.561
N  -2.780  -1.304  -0.252
C  -3.507  -0.358  -1.078
H  -4.562  -0.449  -0.808
C  -3.023  1.077  -0.846
N  -2.872  1.424  0.568
C  -2.454  0.360  1.473
C  -3.105  -0.975  1.128
H  -4.192  -0.905  1.207
H  -2.769  -1.743  1.818
H  -1.364  0.199  1.454
H  -2.734  0.669  2.485
C  -2.025  2.605  0.718
C  -0.620  2.316  0.286
N  -0.279  2.359  -0.980
O  0.965  1.841  -1.093
C  1.403  1.455  0.120
C  0.431  1.749  1.048
H  0.461  1.606  2.107
C  2.687  0.792  0.226
C  3.498  0.664  -0.902
C  4.707  0.003  -0.816
C  5.122  -0.537  0.391
C  4.321  -0.412  1.515
C  3.110  0.247  1.437
H  2.487  0.336  2.314
H  4.643  -0.834  2.456
H  6.067  -1.055  0.456
H  5.330  -0.094  -1.694
H  3.165  1.083  -1.839
H  -2.446  3.401  0.101
H  -2.045  2.906  1.768
H  -2.078  1.226  -1.386
H  -3.754  1.778  -1.265
H  -3.417  -0.617  -2.133
H  -1.431  -0.602  -2.488
H  0.877  -1.013  -2.987
H  2.335  -2.227  -1.383
H  1.310  -3.105  0.713

Calculated values
HOMO-LUMO gap   8.18 eV
Spin multiplicity   1
Total charge   0
Relative energy (zero: lowest compared OMol25 entry of this formula, charge and spin)   1.4016 eV
Total energy   -30298.3167 eV
LUMO level   0.410 eV
Molecular weight   337.4 g mol⁻¹

---

[2]
Entry from the Open Molecules 2025 dataset: a 2-piece molecular cluster, C3H10NOS overall (ωB97M-V with the def2-TZVPD basis set).

Geometry (Å):
C  1.745  1.531  1.781
C  1.700  0.599  0.506
S  1.064  -1.213  0.544
H  1.590  2.623  1.696
H  1.430  0.939  2.741
H  2.894  1.460  1.945
H  2.684  0.489  -0.030
H  1.157  1.081  -0.345
H  -0.580  0.354  0.421
N  -1.991  -0.105  -2.352
C  -1.965  -0.361  -0.910
O  -1.556  0.496  -0.022
H  -2.974  -0.088  -2.647
H  -1.608  0.710  -2.721
H  -1.114  -1.191  -0.713
H  -3.002  -0.823  -0.678

Calculated values
HOMO-LUMO gap   6.99 eV
Spin multiplicity   1
Total charge   -1
Relative energy (zero: lowest compared OMol25 entry of this formula, charge and spin)   2.8017 eV
Total energy   -17644.6409 eV
LUMO level   4.115 eV
Molecular weight   108.2 g mol⁻¹

---

[3]
Entry from the Open Molecules 2025 dataset: a 12-piece molecular cluster, C83H180F12N8O14 overall (ωB97M-V with the def2-TZVPD basis set).

Geometry (Å):
C  14.299  -1.193  4.586
C  13.288  -0.012  4.841
C  12.590  0.445  3.543
N  11.334  1.239  3.731
C  11.727  2.395  4.533
C  10.201  0.466  4.392
C  9.365  -0.116  3.206
C  10.134  0.308  1.955
C  10.748  1.633  2.370
H  15.105  -0.947  3.867
H  13.816  -2.148  4.429
H  14.810  -1.200  5.531
H  13.769  0.789  5.396
H  12.562  -0.486  5.498
H  12.208  -0.472  3.096
H  13.151  1.033  2.799
H  12.620  2.776  4.103
H  11.830  2.008  5.508
H  10.913  3.152  4.449
H  9.629  1.135  5.051
H  10.594  -0.300  5.116
H  8.348  0.300  3.212
H  9.250  -1.186  3.223
H  9.500  0.448  1.115
H  10.894  -0.423  1.649
H  9.984  2.425  2.538
H  11.521  2.050  1.748
C  -5.682  1.669  2.793
C  -7.015  1.768  3.597
C  -6.902  1.338  5.041
N  -8.323  1.299  5.607
C  -9.016  0.097  5.173
C  -9.196  2.512  5.371
C  -8.765  3.606  6.289
C  -7.953  2.880  7.406
C  -8.223  1.375  7.177
H  -5.396  0.616  2.576
H  -4.878  2.118  3.381
H  -5.857  2.242  1.865
H  -7.815  1.149  3.102
H  -7.328  2.806  3.517
H  -6.221  2.042  5.564
H  -6.412  0.318  5.100
H  -10.001  0.143  5.613
H  -8.410  -0.726  5.615
H  -9.105  -0.097  4.116
H  -10.185  2.178  5.673
H  -9.149  2.782  4.307
H  -9.601  4.242  6.724
H  -8.014  4.265  5.888
H  -8.037  3.203  8.448
H  -6.917  3.006  7.128
H  -9.197  1.071  7.561
H  -7.473  0.687  7.590
C  -6.190  -2.155  -2.694
C  -6.055  -3.606  -3.116
C  -4.603  -4.064  -3.200
C  -4.417  -5.519  -3.420
N  -2.920  -5.926  -3.315
C  -2.728  -7.385  -3.733
C  -3.066  -8.171  -2.403
C  -2.475  -7.271  -1.303
C  -2.364  -5.877  -1.880
C  -2.099  -4.868  -4.154
C  -2.454  -4.890  -5.621
C  -1.469  -4.105  -6.480
H  -5.723  -1.470  -3.463
H  -5.813  -1.830  -1.769
H  -7.280  -1.881  -2.619
H  -6.617  -3.864  -4.026
H  -6.454  -4.166  -2.244
H  -4.142  -3.883  -2.227
H  -4.095  -3.385  -3.837
H  -4.837  -5.826  -4.364
H  -4.923  -6.094  -2.677
H  -1.673  -7.440  -4.098
H  -3.324  -7.604  -4.666
H  -2.689  -9.209  -2.435
H  -4.147  -8.271  -2.260
H  -1.444  -7.615  -1.096
H  -3.037  -7.430  -0.451
H  -1.309  -5.701  -2.063
H  -2.896  -5.019  -1.412
H  -1.072  -5.239  -4.119
H  -2.205  -3.951  -3.663
H  -3.452  -4.475  -5.820
H  -2.529  -5.903  -6.003
H  -0.654  -4.782  -6.805
H  -1.061  -3.203  -5.960
H  -2.051  -3.800  -7.347
C  -4.097  -3.343  0.834
C  -3.712  -1.840  0.803
C  -2.581  -1.588  -0.234
C  -2.234  -0.127  -0.205
N  -0.845  0.251  -0.706
C  0.219  -0.442  0.029
C  1.472  0.488  0.039
C  0.899  1.901  -0.321
C  -0.613  1.664  -0.178
C  -0.699  0.114  -2.194
C  -1.815  0.877  -2.986
C  -1.648  0.926  -4.500
H  -3.305  -3.977  1.305
H  -4.293  -3.739  -0.165
H  -5.008  -3.551  1.377
H  -3.364  -1.442  1.778
H  -4.555  -1.207  0.471
H  -2.879  -1.887  -1.233
H  -1.683  -2.131  0.011
H  -2.369  0.277  0.791
H  -2.882  0.495  -0.853
H  0.361  -1.476  -0.328
H  -0.109  -0.524  1.078
H  2.258  0.213  -0.651
H  1.950  0.455  1.021
H  1.052  2.222  -1.302
H  1.189  2.818  0.234
H  -1.211  2.368  -0.786
H  -0.854  1.576  0.874
H  -0.638  -0.969  -2.357
H  0.302  0.389  -2.460
H  -1.769  1.891  -2.558
H  -2.800  0.439  -2.856
H  -0.569  1.112  -4.743
H  -2.287  1.773  -4.860
H  -2.060  0.078  -5.006
C  -2.252  1.217  -8.026
C  -1.542  2.228  -8.974
C  -1.643  3.713  -8.617
C  -3.116  4.169  -8.812
N  -3.327  5.628  -8.609
C  -3.034  6.035  -7.167
C  -4.019  7.215  -6.872
C  -5.028  7.207  -8.023
C  -4.852  5.825  -8.713
C  -2.473  6.479  -9.518
C  -2.656  6.312  -11.012
C  -1.632  7.269  -11.652
H  -2.039  1.355  -6.954
H  -1.901  0.204  -8.282
H  -3.323  1.405  -8.105
H  -1.866  2.054  -9.994
H  -0.459  2.066  -8.870
H  -1.008  4.277  -9.309
H  -1.248  3.961  -7.641
H  -3.775  3.699  -8.068
H  -3.420  3.933  -9.834
H  -1.940  6.228  -7.171
H  -3.264  5.163  -6.568
H  -3.563  8.188  -6.748
H  -4.482  6.873  -5.926
H  -4.811  8.038  -8.691
H  -6.071  7.384  -7.643
H  -5.181  5.738  -9.722
H  -5.283  5.083  -8.022
H  -1.431  6.288  -9.113
H  -2.623  7.519  -9.242
H  -3.715  6.554  -11.356
H  -2.422  5.279  -11.186
H  -0.582  6.914  -11.549
H  -1.711  8.257  -11.248
H  -1.857  7.330  -12.745
C  2.020  -1.566  10.842
O  2.119  -1.512  9.397
C  0.886  -1.390  8.789
C  1.040  -0.752  7.401
N  1.664  0.581  7.473
H  2.521  0.456  8.060
H  2.456  0.686  5.868
C  0.864  1.582  8.159
C  0.993  2.966  7.681
O  0.336  2.988  6.480
C  -0.047  4.236  6.010
H  2.827  -2.061  11.310
H  1.138  -2.163  11.115
H  1.961  -0.637  11.383
H  0.298  -0.701  9.429
H  0.364  -2.307  8.656
H  0.038  -0.727  6.911
H  1.714  -1.399  6.791
H  1.000  1.546  9.220
H  -0.221  1.352  7.956
H  2.042  3.314  7.577
H  0.533  3.731  8.391
H  -0.402  4.185  5.014
H  0.798  4.871  5.979
H  -0.736  4.788  6.630
C  5.090  5.684  -0.245
O  5.514  6.420  -1.410
C  4.439  6.915  -2.138
C  4.949  7.035  -3.579
N  5.644  5.803  -4.012
H  6.469  5.895  -4.579
H  5.958  5.362  -3.050
C  4.744  4.834  -4.653
C  5.147  3.339  -4.480
O  5.097  3.093  -3.083
C  4.922  1.690  -2.857
H  5.952  5.606  0.464
H  4.595  4.721  -0.538
H  4.239  6.209  0.304
H  4.097  7.894  -1.763
H  3.545  6.236  -2.133
H  5.723  7.806  -3.597
H  4.159  7.331  -4.270
H  4.727  5.106  -5.737
H  3.757  4.906  -4.237
H  6.200  3.211  -4.965
H  4.550  2.653  -5.085
H  5.803  1.175  -3.161
H  4.066  1.394  -3.525
H  4.590  1.601  -1.836
C  0.223  -8.982  2.886
O  0.675  -7.723  2.350
C  -0.330  -6.821  1.872
C  0.312  -5.347  1.861
N  1.727  -5.440  1.253
H  2.172  -6.373  1.491
H  1.689  -5.283  0.251
C  2.824  -4.620  1.772
C  4.138  -5.294  1.382
O  4.160  -6.608  1.784
C  5.261  -7.365  1.325
H  0.066  -8.831  3.901
H  0.975  -9.774  2.764
H  -0.724  -9.180  2.399
H  -1.188  -6.830  2.562
H  -0.768  -7.077  0.933
H  0.509  -5.169  2.935
H  -0.262  -4.446  1.521
H  2.683  -4.580  2.871
H  2.718  -3.617  1.409
H  4.951  -4.713  1.807
H  4.268  -5.251  0.269
H  5.554  -8.032  2.183
H  6.094  -6.678  1.187
H  4.997  -7.830  0.391
C  0.936  5.195  -2.201
O  -0.464  5.373  -1.593
O  1.813  4.646  -1.383
C  0.653  4.281  -3.397
F  1.741  3.424  -3.625
F  -0.422  3.459  -3.141
F  0.372  4.816  -4.612
C  -1.327  6.167  -2.331
C  -2.768  5.667  -2.107
H  -2.818  5.423  -1.038
H  -3.463  6.429  -2.454
H  -2.988  4.742  -2.668
H  -1.173  6.271  -3.402
H  -1.404  7.227  -2.043
H  1.103  6.175  -2.557
C  -5.034  -1.777  4.508
O  -4.483  -3.024  4.735
O  -4.402  -0.746  3.858
C  -6.465  -2.256  4.015
F  -7.208  -1.364  3.180
F  -6.514  -3.320  3.263
F  -7.167  -2.392  5.186
C  -3.148  -2.995  5.086
C  -3.007  -2.125  6.380
H  -2.028  -2.258  6.724
H  -3.113  -1.088  6.061
H  -3.852  -2.423  6.957
H  -2.584  -2.731  4.205
H  -2.994  -4.024  5.534
H  -5.310  -1.597  5.635
C  1.127  -4.294  -1.801
O  1.951  -5.413  -1.525
O  0.536  -3.794  -0.740
C  2.139  -3.184  -2.422
F  3.247  -3.623  -2.999
F  1.524  -2.457  -3.454
F  2.508  -2.268  -1.481
C  1.358  -6.699  -1.823
C  1.912  -7.252  -3.141
H  1.634  -6.582  -3.904
H  2.985  -7.299  -3.053
H  1.532  -8.255  -3.304
H  0.251  -6.575  -1.989
H  1.600  -7.253  -0.871
H  0.478  -4.425  -2.684
C  2.869  0.289  3.902
O  1.743  -0.519  3.706
O  2.852  1.094  5.018
C  3.979  -0.762  3.966
F  5.156  -0.190  4.136
F  3.820  -1.782  4.848
F  3.971  -1.358  2.755
C  0.471  0.100  3.876
C  -0.549  -1.034  3.874
H  -1.610  -0.777  3.915
H  -0.380  -1.648  2.954
H  -0.345  -1.699  4.683
H  0.405  0.915  3.101
H  0.407  0.594  4.844
H  2.918  0.859  2.976

Calculated values
HOMO-LUMO gap   6.71 eV
Spin multiplicity   1
Total charge   +4
Total energy   -162144.6777 eV
LUMO level   -5.428 eV
Molecular weight   1742.4 g mol⁻¹

---

[4]
Entry from the Open Molecules 2025 dataset: C53H44IrN3O5P4 as an isolated structure (ωB97M-V with the def2-TZVPD basis set).

Geometry (Å):
Ir  0.029  -0.134  -0.551
O  2.213  0.162  -1.125
P  3.361  -0.573  -0.390
C  2.619  -2.120  0.292
P  1.323  -2.980  -0.662
O  0.302  -1.995  -1.321
C  2.100  -3.902  -1.966
C  2.345  -5.273  -1.738
C  3.055  -5.989  -2.693
C  3.472  -5.375  -3.908
C  3.229  -4.001  -4.110
C  2.509  -3.293  -3.127
C  0.422  -4.010  0.471
C  0.758  -4.145  1.842
C  0.003  -4.978  2.639
C  -1.036  -5.733  2.118
C  -1.361  -5.640  0.758
C  -0.645  -4.740  -0.073
C  3.887  0.374  1.037
C  3.936  -0.191  2.338
C  4.349  0.591  3.383
C  4.709  1.928  3.218
C  4.672  2.482  1.965
C  4.250  1.702  0.878
C  4.811  -1.052  -1.385
C  4.980  -0.473  -2.613
C  6.029  -0.875  -3.510
C  6.902  -1.864  -3.089
C  6.753  -2.412  -1.799
C  5.724  -2.035  -0.944
H  2.169  -1.882  1.258
H  3.383  -2.922  0.454
H  2.057  -5.771  -0.835
H  3.246  -7.056  -2.567
H  3.994  -5.948  -4.661
H  3.573  -3.461  -4.977
H  2.306  -2.232  -3.329
H  1.546  -3.573  2.337
H  0.194  -4.997  3.723
H  -1.585  -6.387  2.796
H  -2.153  -6.282  0.409
H  -0.912  -4.683  -1.124
H  3.712  -1.224  2.569
H  4.433  0.155  4.354
H  5.064  2.451  4.126
H  4.984  3.512  1.744
H  4.253  2.086  -0.131
H  4.309  0.320  -2.970
H  6.147  -0.463  -4.511
H  7.691  -2.164  -3.701
H  7.469  -3.212  -1.490
H  5.598  -2.450  0.044
O  -2.139  -0.149  -0.943
P  -3.232  0.645  -0.182
C  -2.501  2.132  0.625
P  -1.120  2.998  -0.084
O  -0.145  1.893  -0.579
C  -1.827  3.850  -1.451
C  -2.586  5.027  -1.350
C  -3.322  5.480  -2.450
C  -3.351  4.738  -3.628
C  -2.662  3.554  -3.719
C  -1.892  3.147  -2.645
C  -0.420  4.072  1.115
C  -0.423  3.829  2.491
C  0.101  4.781  3.398
C  0.683  5.933  2.908
C  0.666  6.217  1.547
C  0.109  5.301  0.682
C  -3.965  -0.375  1.099
C  -4.780  0.139  2.110
C  -5.303  -0.734  3.074
C  -5.017  -2.121  3.002
C  -4.285  -2.608  1.933
C  -3.713  -1.759  1.016
C  -4.527  1.133  -1.287
C  -4.849  0.317  -2.358
C  -5.995  0.529  -3.132
C  -6.793  1.639  -2.858
C  -6.496  2.466  -1.760
C  -5.360  2.250  -1.008
H  -2.094  1.750  1.549
H  -3.289  2.792  0.892
H  -2.549  5.575  -0.413
H  -3.820  6.447  -2.427
H  -3.927  5.108  -4.471
H  -2.689  2.933  -4.542
H  -1.412  2.164  -2.743
H  -0.926  2.968  2.898
H  0.104  4.536  4.476
H  1.212  6.561  3.618
H  1.154  7.145  1.265
H  0.057  5.516  -0.365
H  -5.000  1.209  2.233
H  -5.939  -0.398  3.887
H  -5.259  -2.768  3.829
H  -4.034  -3.629  1.933
H  -3.150  -2.175  0.205
H  -4.204  -0.482  -2.641
H  -6.227  -0.165  -3.941
H  -7.671  1.872  -3.476
H  -7.124  3.313  -1.591
H  -5.173  2.915  -0.171
O  -0.035  -0.367  1.632
N  0.617  0.540  2.233
C  0.229  0.797  3.448
C  -1.124  0.275  3.958
N  -2.077  -0.288  4.263
C  0.919  1.744  4.361
N  1.400  2.515  5.086

Calculated values
HOMO-LUMO gap (alpha / beta)   8.87 / 6.64 eV
Spin multiplicity   5
Total charge   +2
⟨S²⟩   6.01
Relative energy (zero: lowest compared OMol25 entry of this formula, charge and spin)   0.0000 eV
Total energy   -110362.4774 eV
LUMO level (alpha / beta)   -4.497 / -6.946 eV
Molecular weight   1119.1 g mol⁻¹